Computed, not measured: 8 unconnected molecules or ions with the total composition C24H56BrClN8O12P2 at a distorted geometry, with ωB97M-V with the def2-TZVPD basis set.

- E_LUMO: 0.263 eV
- Gap between HOMO and LUMO: 8.989 eV

Each line ends with the Mulliken charge.
Element x y z (Å)
C (3.863, -2.838, 3.334)  -0.5662
C (3.924, -2.956, 1.827)  -0.4318
O (2.675, -2.499, 1.288)  0.0269
O (1.946, -3.657, 0.911)  -0.2617
C (0.663, -3.319, 1.100)  0.0717
O (-0.096, -3.403, 0.245)  -0.5241
N (0.364, -2.875, 2.412)  0.4970
P (-0.483, -1.322, 2.267)  0.4921
O (-1.648, -1.395, 3.393)  -0.4426
Cl (0.879, 0.092, 2.956)  -0.3357
P (-0.444, -4.086, 3.374)  0.2852
O (-1.402, -4.886, 2.320)  -0.4761
Br (1.223, -5.593, 3.649)  -0.2343
H (3.272, -1.977, 3.584)  0.1597
H (3.365, -3.714, 3.708)  -0.0902
H (4.843, -2.769, 3.774)  0.4334
H (4.082, -3.972, 1.511)  0.3577
H (4.684, -2.325, 1.390)  0.2798
H (-2.436, -1.696, 2.918)  0.3590
H (-1.594, -4.377, 1.516)  0.3620
C (1.222, -0.018, -0.835)  -0.9085
N (1.618, 0.788, -1.974)  0.2274
C (0.743, 1.859, -2.418)  -1.0356
C (2.767, 0.580, -2.642)  0.0010
O (3.133, 1.218, -3.610)  -0.6118
H (0.265, -0.502, -1.051)  0.3708
H (1.111, 0.616, 0.046)  0.3929
H (1.968, -0.783, -0.628)  0.2001
H (0.441, 1.687, -3.452)  0.2839
H (1.270, 2.813, -2.372)  0.3279
H (-0.139, 1.899, -1.783)  0.3921
H (3.368, -0.249, -2.226)  0.3748
C (-1.272, 4.553, 3.300)  -0.9161
N (-2.097, 3.384, 3.068)  0.1363
C (-3.520, 3.452, 3.365)  -1.0349
C (-1.591, 2.238, 2.589)  0.3859
O (-2.227, 1.222, 2.377)  -0.6459
H (-1.314, 4.834, 4.353)  0.3466
H (-1.633, 5.388, 2.695)  0.3275
H (-0.239, 4.344, 3.031)  0.3012
H (-3.776, 2.700, 4.112)  0.2973
H (-4.092, 3.248, 2.459)  0.2797
H (-3.776, 4.439, 3.742)  0.4311
H (-0.509, 2.295, 2.394)  0.0847
C (-6.510, 6.078, -0.001)  -0.9783
N (-6.773, 6.015, 1.427)  0.1941
C (-7.950, 5.305, 1.899)  -0.9685
C (-5.965, 6.593, 2.331)  0.1317
O (-6.133, 6.571, 3.536)  -0.6172
H (-7.342, 6.566, -0.509)  0.3643
H (-6.392, 5.068, -0.397)  0.3244
H (-5.600, 6.642, -0.196)  0.2811
H (-8.595, 5.985, 2.457)  0.3067
H (-7.652, 4.495, 2.565)  0.2715
H (-8.496, 4.897, 1.053)  0.3974
H (-5.101, 7.106, 1.872)  0.2948
C (0.570, -1.860, -4.415)  -0.7830
N (1.163, -3.168, -4.203)  0.2374
C (1.049, -3.808, -2.897)  -1.0037
C (1.823, -3.813, -5.176)  0.1496
O (2.342, -4.909, -5.056)  -0.6450
H (1.010, -1.138, -3.725)  0.1860
H (-0.507, -1.906, -4.239)  0.3312
H (0.747, -1.521, -5.433)  0.3105
H (2.045, -3.992, -2.494)  0.3056
H (0.539, -4.765, -3.004)  0.3517
H (0.493, -3.173, -2.214)  0.3246
H (1.858, -3.247, -6.124)  0.2526
C (6.051, -4.600, -7.862)  -0.8809
N (6.418, -5.116, -6.560)  0.1415
C (5.368, -5.377, -5.584)  -0.9171
C (7.697, -5.360, -6.225)  0.1221
O (8.066, -5.792, -5.149)  -0.5910
H (5.540, -3.641, -7.752)  0.3089
H (5.383, -5.302, -8.366)  0.3128
H (6.939, -4.457, -8.475)  0.3104
H (5.542, -4.778, -4.690)  0.2868
H (5.386, -6.429, -5.300)  0.2826
H (4.399, -5.132, -6.001)  0.3566
H (8.409, -5.127, -7.038)  0.2470
C (-5.918, 11.099, -2.160)  -0.9230
N (-6.726, 9.917, -2.390)  0.1238
C (-8.149, 9.962, -2.094)  -0.8966
C (-6.205, 8.774, -2.871)  0.1031
O (-6.837, 7.757, -3.081)  -0.5874
H (-5.962, 11.380, -1.106)  0.3385
H (-6.291, 11.927, -2.766)  0.3338
H (-4.882, 10.904, -2.430)  0.2935
H (-8.397, 9.207, -1.347)  0.2343
H (-8.722, 9.750, -2.996)  0.3063
H (-8.414, 10.946, -1.716)  0.3782
H (-5.119, 8.841, -3.064)  0.3032
C (4.550, -7.288, 7.872)  -0.9139
N (4.689, -7.003, 6.458)  0.1426
C (4.917, -8.099, 5.531)  -0.8911
C (4.615, -5.752, 5.969)  0.1350
O (4.724, -5.461, 4.793)  -0.5890
H (5.456, -7.769, 8.245)  0.3403
H (3.701, -7.955, 8.034)  0.3348
H (4.385, -6.368, 8.427)  0.2918
H (5.858, -7.949, 5.003)  0.2926
H (4.114, -8.133, 4.794)  0.2361
H (4.951, -9.039, 6.075)  0.3842
H (4.439, -4.991, 6.749)  0.2597